The following is a DFT calculation (the ωB97M-V functional and the def2-TZVPD basis) of C39H35N5NdOS2 as an isolated structure.

```
! wB97M-V def2-TZVPD RIJCOSX def2/J DEFGRID3
* xyz 1 4
Nd 0.25 0.56 -0.43
C 1.67 3.30 -3.99
C 1.15 2.82 -2.67
N 1.31 1.59 -2.26
N 1.73 0.66 -3.22
C 0.87 -0.26 -3.51
S -0.67 -0.58 -2.77
S 1.14 -1.37 -4.82
C 2.93 -1.22 -5.28
C 3.57 -2.56 -5.10
C 2.92 -3.69 -5.57
C 3.46 -4.95 -5.40
C 4.69 -5.09 -4.76
C 5.36 -3.96 -4.32
C 4.80 -2.71 -4.47
C 0.33 3.74 -1.91
C 0.53 5.13 -2.01
C -0.38 6.04 -1.55
C -1.60 5.59 -1.03
C -1.84 4.25 -0.90
C -0.88 3.27 -1.28
O -1.14 2.02 -1.07
H 0.88 3.78 -4.57
H 2.45 4.03 -3.83
H 2.08 2.47 -4.56
H 2.94 -0.92 -6.32
H 3.36 -0.44 -4.66
H 1.96 -3.57 -6.06
H 2.94 -5.82 -5.76
H 5.12 -6.07 -4.63
H 6.33 -4.07 -3.85
H 5.33 -1.83 -4.11
H 1.45 5.49 -2.45
H -0.19 7.10 -1.63
H -2.34 6.31 -0.71
H -2.77 3.89 -0.50
C 2.74 -2.13 -1.66
C 1.63 -2.84 -0.97
C 1.64 -4.23 -0.93
C 0.62 -4.90 -0.28
C -0.42 -4.15 0.25
C -0.38 -2.77 0.15
N 0.66 -2.11 -0.41
C -1.52 -1.97 0.64
C -2.80 -2.50 0.66
C -3.85 -1.71 1.11
C -3.58 -0.44 1.57
C -2.26 0.02 1.55
N -1.25 -0.72 1.06
C -1.90 1.34 2.11
C -2.66 1.90 3.13
C -2.33 3.17 3.59
C -1.27 3.83 3.00
C -0.53 3.19 2.01
C 0.62 3.90 1.38
N -0.82 1.95 1.60
H 2.74 -2.41 -2.72
H 3.71 -2.43 -1.26
H 2.62 -1.05 -1.59
H 2.45 -4.77 -1.39
H 0.61 -5.98 -0.21
H -1.24 -4.64 0.76
H -2.99 -3.50 0.30
H -4.86 -2.10 1.12
H -4.37 0.21 1.90
H -3.49 1.36 3.57
H -2.90 3.62 4.39
H -1.01 4.83 3.31
H 1.34 4.22 2.12
H 0.25 4.79 0.87
H 1.11 3.25 0.63
C 1.93 -1.47 2.50
C 1.41 -0.28 2.98
C 1.86 0.93 2.47
C 2.79 0.96 1.44
C 3.32 -0.24 0.96
C 2.90 -1.45 1.50
H 1.62 -2.42 2.93
H 0.71 -0.29 3.81
H 1.54 1.85 2.94
H 3.22 1.90 1.10
H 4.13 -0.22 0.24
H 3.35 -2.38 1.19
*
```

Computed properties:
* max |F|: 1.5 eV/Å
* molecular weight: 798.1 g/mol
* orbital gap (spin up / spin down): 6.90 / 6.94 eV
* highest occupied orbital energy (spin up / spin down): -10.063 / -10.082 eV
* lowest unoccupied orbital energy (spin up / spin down): -3.2 / -3.1 eV
* electronic energy: -3213.9094 hartree

---

The following is a DFT calculation (the ωB97M-V functional and the def2-TZVPD basis) of a 18-piece molecular cluster, C72H189N9O27 overall.

```
! wB97M-V def2-TZVPD RIJCOSX def2/J DEFGRID3
* xyz 0 1
O 2.33 1.41 -1.34
H 1.94 0.83 -0.69
H 1.84 2.23 -1.26
O -4.96 -1.23 -1.73
H -4.08 -0.95 -1.46
H -5.35 -0.45 -2.12
O 0.13 3.16 -1.00
H 0.71 3.76 -0.54
H -0.62 3.69 -1.27
C 5.44 -6.76 3.11
O 5.23 -5.76 4.04
C 3.98 -5.97 4.68
C 3.77 -4.75 5.59
N 3.64 -3.50 4.79
C 2.54 -3.36 3.75
C 1.18 -3.52 4.45
O 0.10 -3.28 3.54
C -1.17 -3.34 4.21
H 4.63 -6.77 2.38
H 5.55 -7.68 3.68
H 6.34 -6.58 2.52
H 3.95 -6.92 5.22
H 3.19 -6.11 3.94
H 4.73 -4.84 6.11
H 2.97 -4.91 6.31
H 4.54 -3.27 4.38
H 2.67 -4.23 3.11
H 2.61 -2.47 3.13
H 1.09 -2.85 5.31
H 1.05 -4.53 4.84
H -1.24 -2.80 5.15
H -1.60 -4.34 4.29
H -1.87 -2.79 3.57
C -0.23 9.23 0.70
O 0.48 8.13 1.20
C -0.08 6.84 0.72
C 0.58 5.61 1.46
N 1.79 5.30 0.85
C 2.85 4.50 1.56
C 4.07 4.47 0.69
O 4.63 5.83 0.64
C 5.82 5.76 -0.12
H -1.31 9.09 0.81
H -0.02 9.40 -0.35
H -0.02 10.11 1.30
H 0.02 6.81 -0.37
H -1.16 6.87 0.92
H -0.03 4.73 1.26
H 0.53 5.83 2.53
H 2.21 6.19 0.65
H 2.50 3.48 1.72
H 3.18 4.82 2.55
H 3.78 4.13 -0.30
H 4.76 3.69 0.99
H 6.57 5.06 0.23
H 6.37 6.70 -0.16
H 5.64 5.45 -1.15
C 4.68 0.24 0.93
O 6.00 0.25 0.45
C 7.03 0.79 1.38
C 8.30 1.23 0.57
N 8.18 2.45 -0.20
C 7.30 2.19 -1.40
C 7.62 3.08 -2.55
O 9.02 2.91 -2.70
C 9.41 3.66 -3.81
H 4.01 -0.13 0.15
H 4.24 1.23 1.12
H 4.57 -0.46 1.76
H 7.26 0.09 2.18
H 6.68 1.73 1.78
H 8.70 0.44 -0.07
H 9.05 1.35 1.35
H 8.97 2.74 -0.76
H 6.24 2.22 -1.14
H 7.49 1.18 -1.77
H 7.36 4.07 -2.18
H 6.95 2.86 -3.38
H 10.46 3.45 -4.04
H 9.25 4.73 -3.71
H 8.85 3.40 -4.71
C 8.21 -3.89 -1.50
O 6.96 -3.35 -1.90
C 6.94 -1.92 -2.17
C 5.52 -1.45 -2.50
N 5.07 -1.64 -3.88
C 4.66 -3.04 -4.15
C 3.40 -3.57 -3.39
O 2.25 -2.86 -3.92
C 0.99 -3.34 -3.42
H 8.34 -3.50 -0.49
H 9.04 -3.46 -2.06
H 8.18 -4.98 -1.57
H 7.57 -1.60 -3.00
H 7.32 -1.52 -1.23
H 5.48 -0.38 -2.32
H 4.80 -1.88 -1.81
H 4.27 -1.05 -4.04
H 5.46 -3.77 -4.07
H 4.34 -3.07 -5.19
H 3.45 -3.44 -2.31
H 3.30 -4.63 -3.62
H 0.90 -4.38 -3.74
H 0.10 -2.78 -3.70
H 0.99 -3.43 -2.34
C -5.47 0.17 6.33
O -4.76 -0.55 5.33
C -3.60 0.19 4.86
C -3.97 1.49 4.17
N -5.00 1.27 3.21
C -5.60 2.55 2.88
C -6.86 2.39 2.05
O -7.77 1.51 2.67
C -8.81 1.11 1.83
H -6.13 -0.52 6.85
H -6.05 0.99 5.92
H -4.88 0.58 7.15
H -2.94 -0.38 4.21
H -3.04 0.46 5.75
H -3.10 1.87 3.65
H -4.30 2.17 4.96
H -5.66 0.72 3.74
H -4.98 3.18 2.23
H -5.83 3.23 3.70
H -6.47 1.95 1.14
H -7.27 3.35 1.76
H -9.53 0.57 2.45
H -8.51 0.29 1.18
H -9.24 1.93 1.27
C -12.67 -3.23 4.94
O -11.57 -2.77 4.15
C -10.88 -3.69 3.38
C -9.76 -2.83 2.82
N -8.70 -2.85 3.79
C -7.64 -1.89 3.58
C -6.90 -1.95 2.20
O -5.81 -2.92 2.11
C -5.04 -2.68 0.98
H -13.54 -3.43 4.30
H -12.92 -2.53 5.74
H -12.51 -4.15 5.49
H -11.50 -4.05 2.56
H -10.54 -4.49 4.04
H -10.19 -1.88 2.52
H -9.40 -3.37 1.94
H -9.14 -2.63 4.67
H -6.93 -2.08 4.37
H -8.04 -0.89 3.75
H -6.51 -0.94 2.05
H -7.64 -2.08 1.41
H -5.59 -2.98 0.09
H -4.16 -3.32 1.06
H -4.71 -1.66 0.77
C 1.41 1.11 -4.81
O 2.62 1.85 -5.08
C 3.15 1.40 -6.33
C 4.26 2.41 -6.84
N 5.53 2.14 -6.26
C 6.59 3.01 -6.83
C 6.42 4.47 -6.56
O 6.86 4.66 -5.22
C 6.33 5.87 -4.67
H 1.07 1.40 -3.82
H 1.47 0.02 -4.89
H 0.64 1.49 -5.47
H 2.42 1.57 -7.12
H 3.40 0.34 -6.29
H 3.88 3.42 -6.71
H 4.30 2.32 -7.92
H 5.52 2.30 -5.26
H 6.75 2.81 -7.89
H 7.53 2.71 -6.36
H 5.36 4.72 -6.62
H 7.01 5.12 -7.21
H 5.47 6.37 -5.12
H 7.18 6.54 -4.72
H 6.05 5.65 -3.64
C -3.50 0.48 -7.13
O -4.70 0.89 -6.38
C -4.46 1.05 -5.00
C -5.77 1.40 -4.31
N -5.67 1.26 -2.81
C -6.93 1.22 -2.08
C -7.58 2.63 -1.99
O -6.79 3.50 -1.22
C -7.33 4.84 -1.23
H -3.19 -0.49 -6.76
H -2.62 1.12 -7.05
H -3.66 0.47 -8.21
H -3.79 1.88 -4.79
H -4.05 0.16 -4.53
H -6.53 0.73 -4.71
H -6.01 2.43 -4.60
H -5.14 2.04 -2.45
H -6.72 0.94 -1.05
H -7.58 0.54 -2.63
H -8.59 2.45 -1.62
H -7.58 3.17 -2.94
H -6.83 5.54 -0.57
H -8.37 4.79 -0.90
H -7.25 5.40 -2.16
C 1.09 0.82 2.28
O 0.93 0.26 0.99
C 1.21 -1.16 0.93
C 0.94 -1.88 -0.42
N -0.41 -1.72 -0.87
C -0.55 -0.53 -1.67
C -2.06 -0.19 -1.98
O -2.86 -0.15 -0.79
C -2.55 0.74 0.24
H 0.48 0.29 3.01
H 0.77 1.87 2.25
H 2.12 0.76 2.63
H 0.61 -1.65 1.70
H 2.24 -1.20 1.31
H 1.17 -2.93 -0.28
H 1.69 -1.47 -1.09
H -1.00 -1.55 -0.07
H 0.10 -0.68 -2.53
H -0.17 0.32 -1.10
H -2.40 -0.87 -2.76
H -2.12 0.79 -2.45
H -2.44 1.73 -0.19
H -1.59 0.41 0.64
H -3.32 0.65 1.01
C -1.55 -5.04 -0.11
C -2.01 -6.04 -1.09
C -3.43 -6.57 -0.82
O -1.88 -5.39 -2.33
H -0.54 -4.72 -0.36
H -1.44 -5.42 0.90
H -2.21 -4.17 -0.05
H -1.34 -6.89 -0.95
H -3.39 -7.04 0.16
H -3.75 -7.25 -1.60
H -4.23 -5.83 -0.81
H -2.64 -4.80 -2.41
C 5.97 2.43 5.79
C 5.22 1.84 4.60
C 5.20 0.35 4.59
O 3.96 2.43 4.49
H 7.00 2.07 5.87
H 5.50 2.21 6.74
H 6.03 3.52 5.70
H 5.61 2.14 3.63
H 5.11 -0.22 5.52
H 6.06 -0.06 4.05
H 4.35 0.08 3.97
H 3.37 2.04 5.14
C -3.87 4.28 -2.79
C -3.16 5.18 -1.77
C -3.60 4.78 -0.32
O -1.77 4.93 -1.90
H -3.52 4.52 -3.79
H -4.94 4.44 -2.68
H -3.71 3.21 -2.60
H -3.37 6.22 -1.98
H -3.18 5.41 0.46
H -3.28 3.76 -0.14
H -4.68 4.85 -0.26
H -1.56 5.10 -2.82
C 3.32 -5.28 0.22
C 3.45 -6.75 -0.19
C 2.55 -7.18 -1.29
O 4.80 -7.02 -0.55
H 3.89 -4.93 1.08
H 2.29 -5.18 0.56
H 3.57 -4.57 -0.57
H 3.21 -7.37 0.68
H 2.74 -8.20 -1.60
H 2.69 -6.66 -2.24
H 1.48 -7.15 -1.10
H 5.02 -6.65 -1.41
C -4.87 -3.15 -4.90
C -4.81 -4.19 -3.79
C -4.28 -5.51 -4.32
O -3.95 -3.64 -2.76
H -3.88 -3.01 -5.33
H -5.24 -2.20 -4.50
H -5.57 -3.49 -5.66
H -5.80 -4.35 -3.36
H -4.78 -5.75 -5.26
H -4.51 -6.33 -3.64
H -3.21 -5.57 -4.50
H -4.51 -2.97 -2.35
C 0.49 2.47 5.39
C 0.95 1.44 6.46
C 0.17 0.16 6.41
O 2.32 1.10 6.20
H 0.31 1.91 4.48
H 1.25 3.25 5.25
H -0.49 2.89 5.62
H 0.90 1.94 7.43
H 0.42 -0.30 5.45
H -0.91 0.32 6.45
H 0.42 -0.49 7.24
H 2.50 0.17 6.39
*
```

Computed properties:
* max |F|: 3.2 eV/Å
* molecular weight: 1613.3 g/mol
* orbital gap: 8.42 eV
* highest occupied orbital energy: -8.238 eV
* lowest unoccupied orbital energy: 0.2 eV
* electronic energy: -5380.3511 hartree

---

The following is a DFT calculation (the ωB97M-V functional and the def2-TZVPD basis) of a 3-piece molecular cluster, C31H58NO5S overall.

```
! wB97M-V def2-TZVPD RIJCOSX def2/J DEFGRID3
* xyz 1 1
C -2.42 -5.14 -1.46
C -1.90 -5.26 -2.89
C -0.39 -4.96 -2.98
C 0.43 -5.96 -3.83
C 1.50 -5.22 -4.64
C 2.36 -4.28 -3.79
C 3.74 -4.03 -4.46
C 3.96 -2.56 -4.82
C 4.15 -1.66 -3.59
C 3.75 -0.21 -3.91
C 2.42 0.20 -3.36
C 1.24 -0.41 -3.79
C 0.05 0.00 -3.26
C -0.02 1.02 -2.32
C -1.37 1.43 -1.81
C -1.62 1.15 -0.30
C -0.77 0.04 0.27
C -0.88 -1.30 -0.45
O 0.44 -1.78 -0.66
C 0.43 -3.09 -1.23
N 1.13 1.59 -1.93
C 1.15 2.71 -0.96
S 2.45 2.62 0.31
C 2.65 0.88 0.73
C 4.14 0.61 1.05
C 2.32 1.20 -2.43
H -2.66 -4.11 -1.21
H -1.69 -5.49 -0.73
H -3.34 -5.71 -1.32
H -2.40 -4.47 -3.44
H -2.17 -6.21 -3.34
H -0.26 -3.93 -3.31
H 0.01 -5.00 -1.96
H -0.26 -6.48 -4.48
H 0.97 -6.61 -3.16
H 2.17 -5.96 -5.07
H 1.01 -4.62 -5.41
H 2.55 -4.68 -2.80
H 1.89 -3.31 -3.66
H 4.54 -4.32 -3.78
H 3.78 -4.60 -5.38
H 4.86 -2.51 -5.43
H 3.15 -2.22 -5.46
H 5.21 -1.66 -3.40
H 3.60 -2.08 -2.74
H 3.74 -0.11 -4.99
H 4.50 0.50 -3.56
H 1.24 -1.19 -4.54
H -0.87 -0.44 -3.60
H -2.13 0.97 -2.42
H -1.48 2.51 -1.97
H -1.43 2.05 0.28
H -2.68 0.94 -0.19
H 0.28 0.32 0.36
H -1.11 -0.11 1.29
H -1.36 -1.19 -1.43
H -1.47 -2.03 0.10
H 1.45 -3.35 -1.47
H 0.01 -3.80 -0.51
H -0.19 -3.08 -2.12
H 0.19 2.83 -0.48
H 1.35 3.61 -1.52
H 2.36 0.21 -0.07
H 2.06 0.59 1.59
H 4.41 -0.39 0.76
H 4.29 0.68 2.12
H 4.78 1.33 0.56
H 3.22 1.69 -2.11
O -2.32 -0.65 3.47
C -2.11 0.35 4.10
O -1.50 1.37 3.49
C -1.37 2.69 4.08
C -0.14 2.77 4.96
C -2.43 0.46 5.57
H -2.27 2.98 4.60
H -1.25 3.37 3.23
H -0.21 2.09 5.81
H -0.02 3.78 5.35
H 0.75 2.50 4.40
H -1.61 0.04 6.14
H -3.33 -0.13 5.76
H -2.62 1.47 5.91
O -2.56 3.97 6.26
C -3.13 5.03 6.14
O -3.48 5.43 4.91
C -4.33 6.56 4.66
C -3.54 7.85 4.61
C -3.38 5.94 7.32
H -5.14 6.60 5.38
H -4.78 6.37 3.69
H -3.06 8.07 5.56
H -4.19 8.69 4.36
H -2.75 7.78 3.86
H -2.49 6.54 7.49
H -3.55 5.32 8.19
H -4.24 6.59 7.20
*
```

Computed properties:
* max |F|: 1.8 eV/Å
* molecular weight: 556.9 g/mol
* orbital gap: 8.34 eV
* highest occupied orbital energy: -11.753 eV
* lowest unoccupied orbital energy: -3.4 eV
* electronic energy: -2044.8718 hartree

---

The following is a DFT calculation (the ωB97M-V functional and the def2-TZVPD basis) of C5H4O2PS as an isolated structure.

```
! wB97M-V def2-TZVPD RIJCOSX def2/J DEFGRID3
* xyz -1 1
C -0.63 1.00 1.57
C -1.54 0.74 0.58
C 0.69 0.48 1.88
C -0.15 -1.15 -1.22
C 0.82 -0.19 -2.13
O 0.75 -0.14 -3.32
O 1.58 0.47 -1.26
P 0.90 -0.74 0.37
S -1.51 -0.12 -0.87
H -1.19 1.64 2.26
H -2.46 1.24 0.64
H 0.64 -1.96 1.24
H 2.11 -1.25 0.28
*
```

Computed properties:
* max |F|: 3.8 eV/Å
* molecular weight: 159.1 g/mol
* orbital gap (spin up / spin down): 6.48 / 6.16 eV
* highest occupied orbital energy (spin up / spin down): -3.794 / -3.660 eV
* lowest unoccupied orbital energy (spin up / spin down): 2.7 / 2.5 eV
* electronic energy: -1082.7806 hartree